{"formula": "H12O5S", "method": "ωB97M-V/def2-TZVPD", "homo_lumo_gap_ev": 10.195, "smiles": "O.O.O.O.O.S", "homo_energy_ev": -9.76, "symbols": ["O", "H", "H", "O", "H", "H", "O", "H", "H", "O", "H", "H", "O", "H", "H", "S", "H", "H"], "coordinates": [[-0.8864, -1.0250, -1.5951], [-0.3375, -0.4352, -1.1237], [-0.6196, -0.9652, -2.5407], [-0.2862, -3.0823, 1.0130], [0.6171, -3.0922, 1.3185], [-0.3261, -4.0210, 0.7890], [-2.1284, 1.5652, 0.3286], [-2.3933, 0.6625, -0.2442], [-1.8571, 1.0870, 1.1272], [2.1187, 0.0634, -0.6758], [3.0010, 0.3758, -0.6531], [1.5560, 0.8466, -0.7284], [-0.0789, 1.7812, -1.1894], [-0.7933, 2.0703, -0.6598], [0.1462, 2.5248, -1.7639], [0.7305, 1.0407, 2.6243], [1.3419, 0.8929, 1.4858], [0.1953, -0.2896, 2.4879]], "forces_ev_per_a": [[-1.1, -1.2, -1.8], [1.2, 1.1, 0.5], [-0.2, 0.1, 1.2], [0.1, -0.7, 0.0], [0.7, 0.7, 0.3], [-0.7, 0.1, -0.3], [-1.5, -4.3, -1.8], [0.9, 3.6, 1.7], [0.2, 0.6, 0.3], [-1.2, -0.5, 0.1], [1.4, 0.4, 0.0], [-0.2, 0.2, -0.2], [2.2, 0.1, -1.7], [-1.6, 0.3, 1.4], [0.0, -0.3, 0.1], [-1.4, -1.9, 0.7], [0.6, -0.1, -1.0], [0.7, 1.9, 0.3]], "mulliken_charge": [-0.6313, 0.3092, 0.3217, -0.5820, 0.3082, 0.2791, -0.7455, 0.3829, 0.3217, -0.6122, 0.3031, 0.3219, -0.5712, 0.3541, 0.2525, -0.3263, 0.1484, 0.1659]}

***

{"formula": "H12O5S2", "method": "ωB97M-V/def2-TZVPD", "total_charge": 1, "homo_lumo_gap_ev": [7.179, 3.159], "s2": 0.76, "spin_multiplicity": 2, "homo_energy_ev": [-13.04, -13.04], "symbols": ["S", "S", "H", "H", "H", "H", "O", "H", "H", "O", "H", "H", "O", "H", "H", "O", "H", "H", "O"], "coordinates": [[-2.0250, 0.0658, -3.0248], [-3.1598, -0.1285, -1.3181], [-2.2222, -1.1763, -3.5603], [-2.4097, -0.7905, -0.4354], [3.6019, 0.3096, -0.0666], [4.5949, 1.5665, -0.3432], [4.4860, 0.6727, -0.0116], [-2.8632, 0.1925, 1.8858], [-2.8300, -1.1997, 2.3149], [-2.2950, -0.4000, 2.3978], [1.9504, 2.6648, -0.5396], [2.0951, 2.5279, -2.0406], [2.6122, 2.6609, -1.2397], [-0.0334, -0.5155, 1.5362], [1.2009, 0.3590, 1.4502], [0.7113, -0.3084, 0.9546], [-0.9615, -2.3795, 1.4292], [-0.9115, -1.9492, -0.0509], [-1.5412, -2.1721, 0.6622]], "forces_ev_per_a": [[-1.2, -0.3, 0.5], [0.0, 1.5, -1.2], [0.6, 0.0, 0.5], [0.5, -1.3, 0.3], [-0.1, 0.7, -0.4], [-0.9, -0.1, -0.2], [1.0, -0.7, 0.7], [0.3, 0.5, 0.4], [0.3, -0.3, 0.4], [-0.8, 0.3, -0.3], [0.1, 0.1, 0.1], [0.2, 0.1, -0.1], [-0.3, -0.1, 0.0], [0.0, 0.2, 0.0], [0.1, -0.1, -0.1], [-0.3, 0.1, 0.1], [-0.6, 0.2, -0.7], [0.1, -0.5, 0.6], [0.9, -0.3, -0.7]], "lowdin_spin": [0.3988, 0.5254, 0.0316, 0.0356, 0.0000, 0.0000, 0.0000, 0.0002, 0.0000, 0.0013, 0.0000, 0.0000, 0.0001, -0.0001, 0.0000, 0.0000, 0.0000, -0.0003, 0.0073]}

***

{"formula": "H12O6", "method": "ωB97M-V/def2-TZVPD", "total_charge": -1, "homo_lumo_gap_ev": [2.723, 10.252], "s2": 0.75, "spin_multiplicity": 2, "homo_energy_ev": [0.45, -7.21], "symbols": ["O", "H", "H", "O", "H", "H", "O", "H", "H", "O", "H", "H", "O", "H", "H", "O", "H", "H"], "coordinates": [[-5.8937, -1.9888, 2.2725], [-4.9553, -2.1726, 2.2309], [-6.1306, -1.7454, 1.3776], [-3.8190, -2.2415, -0.3531], [-3.7286, -2.4506, 0.5766], [-3.5555, -3.0426, -0.8059], [-3.3694, -2.6763, 2.2413], [-2.8748, -2.0202, 2.7323], [-2.8182, -3.4586, 2.2635], [-6.5712, -1.7268, -1.0783], [-5.7078, -2.1156, -0.9388], [-6.4029, -0.9570, -1.6217], [-3.0359, 0.2976, -1.2213], [-3.3498, 0.8812, -0.5307], [-3.3329, -0.5722, -0.9539], [-3.5224, -4.4431, -2.1995], [-4.3160, -4.5438, -2.7251], [-2.8542, -4.1629, -2.8249]], "forces_ev_per_a": [[-1.0, 0.4, 0.2], [0.4, -0.4, 0.2], [-0.2, 0.1, -0.3], [-0.7, 0.5, -1.1], [0.4, 0.0, 1.1], [0.2, -0.5, -0.4], [-0.7, 0.2, -0.3], [0.7, 0.8, 0.5], [0.7, -1.1, 0.1], [-0.9, 0.0, -0.1], [0.9, -0.2, 0.3], [0.1, 0.2, -0.1], [0.2, 0.9, -0.5], [0.0, 0.1, 0.2], [-0.1, -0.9, 0.4], [0.1, -0.2, 0.3], [-0.4, 0.0, -0.1], [0.4, 0.1, -0.2]], "lowdin_spin": [0.0860, 0.0179, 0.0085, 0.0907, 0.0215, 0.0186, 0.3106, 0.1109, 0.1308, 0.0263, 0.0074, 0.0061, 0.0473, 0.0110, 0.0064, 0.0648, 0.0174, 0.0178]}

***

{"formula": "H12O6", "method": "ωB97M-V/def2-TZVPD", "homo_lumo_gap_ev": 10.274, "homo_energy_ev": -10.40, "symbols": ["H", "H", "H", "H", "H", "H", "H", "H", "H", "H", "H", "H", "O", "O", "O", "O", "O", "O"], "coordinates": [[0.8599, 3.3744, -0.5245], [1.3952, 1.7574, -0.7399], [1.9377, -0.2125, 0.1537], [3.0316, 0.6602, -0.7107], [0.6228, -1.7853, 0.2274], [2.3783, -2.7175, 1.3078], [-1.6206, 1.8198, 1.5691], [-0.5465, 1.9373, 0.2369], [-0.5891, -3.0189, -0.4828], [-1.4001, -1.7176, 0.1767], [-2.3805, 0.4140, -0.1981], [-3.3492, -0.8743, -0.9654], [0.5057, 2.4508, -0.5436], [2.3728, 0.6762, 0.1146], [1.8202, -1.8641, 0.2482], [-1.5771, 1.7666, 0.6124], [-0.6542, -2.0196, -0.4443], [-2.8071, -0.6469, -0.0376]], "forces_ev_per_a": [[-0.5, -1.3, 0.1], [-3.1, 2.2, 1.7], [0.8, -0.3, 0.0], [-2.0, -0.5, 2.9], [3.2, -1.1, -0.1], [-2.7, 3.7, -4.2], [0.2, -0.1, 0.0], [-2.6, 0.1, 1.1], [-0.4, 1.7, 0.2], [0.4, -0.4, -1.4], [-1.4, -3.6, 1.2], [2.3, 1.0, 3.8], [3.9, -0.9, -1.6], [2.0, 1.0, -3.4], [-0.8, -2.9, 3.8], [1.7, -0.1, -1.2], [0.1, -1.3, 1.2], [-1.0, 2.9, -4.2]], "mulliken_charge": [0.3092, 0.4274, 0.4245, 0.3560, 0.4709, 0.3114, 0.2777, 0.4509, 0.3476, 0.4156, 0.4493, 0.3407, -0.6872, -0.7561, -0.8764, -0.7924, -0.6789, -0.7901]}

***

{"formula": "H12O6", "method": "ωB97M-V/def2-TZVPD", "homo_lumo_gap_ev": 11.164, "smiles": "O.O.O.O.O.O", "homo_energy_ev": -10.70, "symbols": ["O", "H", "H", "O", "H", "H", "O", "H", "H", "O", "H", "H", "O", "H", "H", "O", "H", "H"], "coordinates": [[-0.5595, 0.5869, -0.0864], [-1.0127, -0.2374, -0.0790], [0.3197, 0.4607, -0.1246], [-3.1185, 3.0732, -0.3307], [-3.3910, 3.4024, 0.5649], [-2.3928, 3.5826, -0.4793], [1.6391, 0.1562, 1.4226], [1.9903, 0.7930, 2.0496], [0.8777, -0.2421, 1.8859], [4.4285, 0.6652, -0.7211], [4.8107, 1.5088, -1.0720], [3.9409, 0.9265, 0.0689], [-3.2060, -2.3110, -0.0983], [-3.5455, -3.0449, 0.5501], [-2.4816, -2.8647, -0.4441], [0.6774, -2.1510, -0.3410], [1.0248, -1.5106, -0.9836], [0.9707, -2.9305, -0.6983]], "forces_ev_per_a": [[-4.6, 2.1, 0.0], [-0.4, -1.1, -0.1], [4.7, -0.9, 0.0], [-3.6, -1.4, 2.3], [0.1, -0.7, -1.2], [3.5, 2.1, -1.1], [0.0, -0.3, 0.5], [0.0, 0.1, 0.1], [0.5, 0.2, -0.4], [0.5, 1.2, -0.4], [-0.5, -1.1, 0.5], [0.0, -0.1, -0.1], [-0.3, -3.1, 1.8], [0.4, 2.4, -1.5], [0.0, 0.8, -0.3], [-0.9, 3.1, 0.6], [-0.2, 0.0, 0.4], [1.1, -3.3, -1.1]], "mulliken_charge": [-0.5907, 0.3192, 0.2691, -0.5935, 0.3116, 0.2833, -0.5758, 0.2789, 0.3129, -0.6364, 0.3220, 0.3120, -0.6388, 0.3244, 0.3152, -0.5898, 0.3147, 0.2616]}

***

{"formula": "H12O6", "method": "ωB97M-V/def2-TZVPD", "homo_lumo_gap_ev": 11.797, "smiles": "O.O.O.O.O.O", "homo_energy_ev": -11.42, "symbols": ["O", "H", "H", "O", "H", "H", "O", "H", "H", "O", "H", "H", "O", "H", "H", "O", "H", "H"], "coordinates": [[4.6183, -1.9801, -0.8622], [4.2494, -1.6500, -0.0430], [5.5475, -1.7553, -0.8148], [-4.1559, -1.4643, -0.7403], [-4.3978, -2.0671, -0.0371], [-4.0649, -2.0214, -1.5133], [0.2615, 5.2365, -0.2180], [-0.2354, 4.9886, -0.9977], [1.1770, 5.1985, -0.4947], [1.4686, -3.7125, 4.2376], [0.8642, -3.1133, 3.7994], [1.6222, -4.4083, 3.5984], [0.4497, -0.0163, 1.4300], [-0.3873, 0.0127, 0.9666], [0.8054, 0.8676, 1.3388], [-2.2801, 2.1507, -3.1190], [-2.8257, 1.5975, -2.5600], [-2.7169, 2.1363, -3.9706]], "forces_ev_per_a": [[-0.1, -0.1, -0.2], [-0.2, 0.1, 0.2], [0.2, 0.0, 0.0], [0.1, 0.3, 0.0], [-0.1, -0.1, 0.2], [0.0, -0.1, -0.2], [-0.1, 0.0, 0.2], [-0.2, -0.1, -0.2], [0.2, 0.0, 0.0], [0.1, 0.0, 0.2], [-0.1, 0.2, -0.1], [0.1, -0.2, -0.1], [0.1, -0.2, 0.1], [-0.2, 0.0, -0.1], [0.1, 0.2, 0.0], [0.2, 0.1, 0.1], [-0.1, -0.2, 0.2], [-0.1, 0.0, -0.2]], "mulliken_charge": [-0.6389, 0.3182, 0.3203, -0.6290, 0.3119, 0.3193, -0.6438, 0.3242, 0.3181, -0.6406, 0.3220, 0.3170, -0.6352, 0.3149, 0.3217, -0.6370, 0.3205, 0.3163]}

***

{"formula": "H12O6", "method": "ωB97M-V/def2-TZVPD", "homo_lumo_gap_ev": 6.765, "homo_energy_ev": -8.27, "symbols": ["O", "H", "H", "O", "H", "H", "O", "H", "H", "O", "H", "H", "O", "H", "H", "O", "H", "H"], "coordinates": [[-0.4009, 0.3963, 0.3791], [-0.5872, 0.0879, -0.5077], [0.4130, -0.0457, 0.6208], [-1.8264, 1.5009, -2.3046], [-1.1870, 0.8318, -2.0603], [-1.3692, 2.0478, -2.9435], [1.3959, -0.6032, 0.5000], [2.1794, -0.2161, 0.8905], [1.6157, -0.7077, -0.4257], [1.2473, -2.0775, 1.9493], [1.4492, -1.4434, 1.2612], [1.0882, -1.5441, 2.7280], [-0.5166, -0.0666, -1.7931], [-0.8250, -0.8977, -2.1541], [0.4329, -0.1700, -1.7298], [-1.4181, 0.9220, 1.9318], [-0.9314, 0.6875, 1.1417], [-0.7600, 1.2980, 2.5164]], "forces_ev_per_a": [[3.9, -1.1, -9.6], [-1.1, 0.4, 1.5], [-2.5, 1.4, 0.9], [-2.8, 3.1, -1.2], [-1.5, 2.6, -0.8], [-0.2, 0.3, -0.2], [7.8, 1.9, -5.4], [0.8, 0.8, 0.2], [0.3, -0.2, -0.4], [0.0, -3.2, 3.7], [-0.4, -3.4, 1.9], [-0.3, -0.3, 0.5], [4.5, -6.6, -2.0], [-0.6, -0.5, -0.5], [0.4, 0.3, -0.6], [-5.2, 2.8, 9.3], [-2.9, 1.3, 2.2], [-0.3, 0.4, 0.6]], "mulliken_charge": [-0.8012, 0.3536, 0.4513, -0.7333, 0.4397, 0.2362, -0.5209, 0.4234, 0.2548, -0.7501, 0.3880, 0.2778, -0.5709, 0.3467, 0.2858, -0.8172, 0.5647, 0.1718]}

***

{"formula": "H12O6", "method": "ωB97M-V/def2-TZVPD", "homo_lumo_gap_ev": 10.922, "smiles": "O.O.O.O.O.O", "homo_energy_ev": -10.71, "symbols": ["O", "H", "H", "O", "H", "H", "O", "H", "H", "O", "H", "H", "O", "H", "H", "O", "H", "H"], "coordinates": [[-0.1723, 1.6258, 1.7574], [0.6857, 1.8408, 1.5264], [0.0067, 1.0638, 2.4904], [-0.8563, -0.1482, -0.1286], [-0.6523, 0.4618, 0.5614], [-1.0843, -0.9692, 0.2984], [1.1867, -2.1402, 2.9014], [0.6997, -2.1212, 2.0834], [2.0787, -2.2342, 2.6374], [-1.0323, 3.4048, -1.9276], [-0.7953, 2.5438, -1.5446], [-0.7493, 3.3678, -2.8346], [0.1757, -2.6962, 0.2544], [0.1347, -3.6182, -0.0346], [0.2507, -2.1672, -0.5556], [0.2577, 0.8648, -2.4896], [0.0637, 0.4278, -3.3046], [-0.1973, 0.4928, -1.6916]], "forces_ev_per_a": [[-2.3, -0.2, 0.2], [2.8, 1.2, -1.2], [-0.3, -0.9, 1.3], [-0.3, -0.7, -1.5], [0.3, 1.2, 1.2], [-0.2, -0.4, 0.2], [-1.1, 0.4, 1.1], [-0.3, -0.2, -0.7], [1.4, -0.2, -0.4], [-0.3, 0.0, 1.0], [0.0, 0.5, -0.6], [0.3, -0.3, -0.4], [-0.1, -0.1, -0.5], [0.0, 0.2, 0.1], [0.1, -0.1, 0.3], [0.4, 0.7, 1.5], [-0.6, -0.7, -0.3], [0.2, -0.4, -1.2]], "mulliken_charge": [-0.6970, 0.3253, 0.3397, -0.7363, 0.3885, 0.3305, -0.6399, 0.3625, 0.2978, -0.6457, 0.3400, 0.2996, -0.6745, 0.2932, 0.3517, -0.6711, 0.3098, 0.4258]}

***

{"formula": "H12O6", "method": "ωB97M-V/def2-TZVPD", "homo_lumo_gap_ev": 10.640, "smiles": "O.O.O.O.O.O", "homo_energy_ev": -10.70, "symbols": ["O", "H", "H", "O", "H", "H", "O", "H", "H", "O", "H", "H", "O", "H", "H", "O", "H", "H"], "coordinates": [[-2.1012, 1.6332, 0.6864], [-2.4513, 2.1227, -0.0636], [-1.1726, 1.4687, 0.4658], [2.3259, -0.9698, 1.1928], [2.7701, -1.0796, 2.0399], [2.9566, -1.2850, 0.5357], [1.2872, 2.3152, 2.4999], [1.4266, 1.9617, 1.6148], [0.5746, 2.9525, 2.3909], [-1.7927, -2.2781, -0.0123], [-1.2189, -3.0499, -0.0242], [-1.4177, -1.6827, -0.6720], [-1.3615, -0.9583, -3.0239], [-0.4082, -0.9012, -3.1464], [-1.6307, -1.6977, -3.5790], [0.6237, 0.8287, -0.1628], [1.2962, 0.2279, 0.2110], [0.2939, 0.3917, -0.9532]], "forces_ev_per_a": [[0.1, 0.1, -0.1], [0.0, 0.0, 0.0], [0.0, -0.1, 0.1], [0.2, -0.1, -0.3], [-0.1, 0.1, 0.1], [0.0, -0.1, 0.1], [0.2, 0.0, 0.0], [-0.1, 0.1, 0.0], [-0.1, -0.1, 0.0], [0.1, -0.1, -0.1], [0.0, 0.0, 0.0], [-0.2, 0.0, 0.0], [0.2, 0.0, 0.2], [0.0, 0.0, -0.2], [-0.1, 0.0, 0.1], [0.3, 0.0, -0.1], [-0.4, 0.0, 0.2], [0.0, 0.0, 0.0]], "mulliken_charge": [-0.6299, 0.3138, 0.3548, -0.6726, 0.3104, 0.3194, -0.6325, 0.3379, 0.3071, -0.6141, 0.2984, 0.3209, -0.6332, 0.3227, 0.3200, -0.6682, 0.3932, 0.2518]}

***

{"formula": "H12O6", "method": "ωB97M-V/def2-TZVPD", "homo_lumo_gap_ev": 10.634, "smiles": "O.O.O.O.O.O", "homo_energy_ev": -11.10, "symbols": ["O", "H", "H", "O", "H", "H", "O", "H", "H", "O", "H", "H", "O", "H", "H", "O", "H", "H"], "coordinates": [[-1.1057, -0.6481, 0.8770], [-1.0349, -0.1317, 1.6877], [-0.3977, -1.2980, 0.9502], [3.6326, 0.6919, -1.2370], [3.4418, 0.7823, -0.2966], [2.8703, 0.2165, -1.5863], [0.2533, 4.4127, 1.8807], [0.9888, 3.8365, 1.6441], [-0.2006, 4.5688, 1.0448], [-2.8599, 0.7261, 0.4158], [-1.9771, 0.8909, 0.0658], [-2.8561, -0.2141, 0.6282], [2.3658, -2.0613, -0.0635], [2.5866, -1.1232, -0.0801], [1.6836, -2.1536, -0.7381], [-2.5104, -3.1972, -1.5872], [-3.0812, -2.7250, -2.2039], [-1.7992, -2.5737, -1.4016]], "forces_ev_per_a": [[1.8, -1.2, 0.4], [-0.1, 0.0, 0.0], [0.1, -0.2, 0.1], [-0.3, -0.2, 0.2], [0.2, 0.2, 0.0], [0.1, 0.1, -0.2], [0.1, -0.1, -0.2], [0.0, 0.1, 0.1], [0.0, 0.0, 0.1], [-1.2, 1.0, -0.3], [-0.5, -0.1, 0.0], [-0.1, 0.4, -0.3], [-0.3, 0.2, 0.0], [0.2, -0.2, 0.1], [0.1, -0.1, 0.0], [0.1, 0.2, -0.1], [0.0, -0.1, 0.1], [-0.1, 0.0, 0.0]], "mulliken_charge": [-0.6869, 0.3445, 0.2970, -0.6166, 0.3200, 0.3104, -0.6308, 0.3078, 0.3225, -0.6514, 0.3361, 0.3753, -0.5871, 0.2602, 0.3050, -0.6270, 0.3293, 0.2917]}

***

The evaluated energy relative to the best compared isomer or geometry (same formula, charge and spin) for the records listed, in turn: 106.4; 173.9; 37.5; 569.6; 228.5; 170.6; 1147.5; 123.6; 135.0; 221.7 kJ/mol.